[1]
{
  "formula": "C4H6ClNS",
  "method": "ωB97M-V/def2-TZVPD",
  "de_lowest_ev": 2.663,
  "smiles": "CN/C=C(\\Cl)C=S",
  "homo_lumo_gap_ev": 7.4,
  "species": ["C", "N", "C", "C", "Cl", "C", "S", "H", "H", "H", "H", "H", "H"],
  "coordinates": [[1.49, -0.38, 1.74], [0.94, -0.57, 0.49], [0.10, 0.26, -0.12], [-0.75, -0.05, -1.28], [-0.32, -1.41, -2.50], [-1.81, 0.79, -1.53], [-2.86, 0.78, -2.84], [2.60, 0.04, 1.72], [1.20, -1.26, 2.38], [0.90, 0.64, 2.04], [1.11, -1.44, 0.13], [-0.37, 1.28, 0.35], [-2.21, 1.32, -0.57]]
}


[2]
{
  "formula": "C47H124N8O13",
  "method": "ωB97M-V/def2-TZVPD",
  "de_lowest_ev": 4.772,
  "homo_lumo_gap_ev": 8.1,
  "species": ["C", "C", "C", "C", "C", "C", "N", "O", "C", "C", "C", "H", "H", "H", "H", "H", "H", "H", "H", "H", "H", "H", "H", "H", "H", "H", "H", "H", "H", "H", "C", "C", "C", "C", "C", "C", "N", "O", "C", "C", "C", "H", "H", "H", "H", "H", "H", "H", "H", "H", "H", "H", "H", "H", "H", "H", "H", "H", "H", "H", "C", "C", "C", "O", "C", "N", "H", "H", "H", "H", "H", "H", "H", "H", "H", "H", "H", "C", "C", "C", "O", "C", "N", "H", "H", "H", "H", "H", "H", "H", "H", "H", "H", "H", "C", "C", "C", "O", "C", "N", "H", "H", "H", "H", "H", "H", "H", "H", "H", "H", "H", "C", "C", "C", "O", "C", "N", "H", "H", "H", "H", "H", "H", "H", "H", "H", "H", "H", "C", "C", "C", "O", "C", "N", "H", "H", "H", "H", "H", "H", "H", "H", "H", "H", "H", "C", "C", "C", "O", "C", "N", "H", "H", "H", "H", "H", "H", "H", "H", "H", "H", "H", "C", "O", "H", "H", "H", "H", "C", "O", "H", "H", "H", "H", "C", "O", "H", "H", "H", "H", "C", "O", "H", "H", "H", "H", "C", "O", "H", "H", "H", "H"],
  "coordinates": [[1.75, 1.96, 0.50], [0.37, 1.22, 0.63], [0.52, 0.35, 1.89], [-0.80, -0.21, 2.44], [-1.81, 0.95, 2.70], [-2.10, 1.80, 1.42], [-0.79, 2.19, 0.79], [-0.85, 3.14, -0.24], [-2.92, 0.94, 0.42], [-2.86, 3.07, 1.82], [0.13, 0.28, -0.60], [1.86, 2.45, -0.47], [2.63, 1.33, 0.59], [1.85, 2.74, 1.25], [1.04, -0.58, 1.63], [1.10, 0.91, 2.62], [-0.59, -0.73, 3.37], [-1.29, -0.99, 1.85], [-1.47, 1.61, 3.50], [-2.68, 0.43, 3.10], [-3.01, 1.30, -0.60], [-2.63, -0.11, 0.40], [-3.93, 1.01, 0.81], [-2.22, 3.74, 2.40], [-3.08, 3.60, 0.90], [-3.77, 2.82, 2.36], [-0.80, -0.28, -0.57], [0.97, -0.37, -0.86], [0.06, 0.90, -1.49], [-0.56, 3.92, 0.24], [3.18, -5.55, 0.14], [3.71, -6.75, 0.93], [4.89, -7.35, 0.14], [6.20, -6.50, 0.25], [6.61, -6.36, 1.72], [5.43, -5.87, 2.70], [4.12, -6.44, 2.35], [3.12, -5.95, 3.20], [5.80, -6.29, 4.21], [5.34, -4.34, 2.62], [2.65, -7.90, 0.93], [3.88, -4.72, 0.03], [2.21, -5.18, 0.46], [3.12, -5.85, -0.91], [5.03, -8.39, 0.42], [4.62, -7.38, -0.92], [6.04, -5.50, -0.15], [6.95, -7.03, -0.33], [7.47, -5.70, 1.73], [6.81, -7.40, 2.00], [4.92, -6.25, 4.84], [6.25, -7.28, 4.28], [6.59, -5.78, 4.77], [4.69, -3.82, 3.32], [6.35, -3.96, 2.76], [5.13, -4.10, 1.58], [3.04, -8.87, 1.25], [2.23, -8.07, -0.06], [1.89, -7.72, 1.69], [3.11, -6.59, 3.92], [1.71, 8.97, -2.22], [0.32, 9.37, -1.58], [0.29, 9.19, -0.08], [0.58, 7.86, 0.34], [0.61, 7.74, 1.75], [-0.11, 10.73, -1.98], [2.09, 8.04, -1.78], [2.61, 9.56, -2.07], [1.55, 8.70, -3.26], [-0.49, 8.72, -1.90], [-0.67, 9.58, 0.25], [0.86, 9.98, 0.42], [1.41, 8.37, 2.15], [0.98, 6.75, 1.99], [-0.33, 8.03, 2.23], [0.41, 11.42, -1.46], [0.06, 10.82, -2.97], [-3.52, 2.82, 8.96], [-4.70, 1.99, 9.34], [-4.81, 0.64, 8.62], [-5.82, -0.04, 9.27], [-6.34, -1.13, 8.45], [-4.68, 1.77, 10.75], [-3.51, 3.79, 9.46], [-3.80, 3.02, 7.92], [-2.56, 2.32, 9.04], [-5.66, 2.48, 9.16], [-3.91, 0.09, 8.89], [-5.07, 0.75, 7.57], [-5.49, -1.78, 8.25], [-6.77, -0.92, 7.47], [-7.07, -1.62, 9.09], [-4.95, 0.80, 10.81], [-3.71, 1.75, 11.05], [10.19, 0.80, -2.61], [8.80, 0.16, -2.27], [7.85, -0.26, -3.36], [7.01, 0.81, -3.76], [6.29, 0.41, -4.91], [9.26, -1.00, -1.50], [10.93, 0.10, -3.00], [10.56, 1.32, -1.73], [10.10, 1.53, -3.41], [8.16, 0.71, -1.58], [7.20, -1.03, -2.94], [8.39, -0.70, -4.21], [6.99, 0.32, -5.74], [5.50, 1.14, -5.11], [5.83, -0.58, -4.81], [8.51, -1.66, -1.35], [9.56, -0.77, -0.56], [0.33, 4.12, -5.79], [-0.87, 5.03, -5.92], [-0.85, 5.67, -7.31], [-1.10, 4.72, -8.38], [-1.48, 5.40, -9.62], [-2.09, 4.29, -5.64], [0.10, 3.16, -6.25], [0.65, 3.92, -4.77], [1.16, 4.53, -6.37], [-0.87, 5.83, -5.17], [0.06, 6.24, -7.43], [-1.49, 6.55, -7.33], [-2.33, 6.07, -9.53], [-1.90, 4.68, -10.33], [-0.54, 5.74, -10.04], [-2.07, 3.85, -4.73], [-2.08, 3.56, -6.34], [-6.65, -8.39, 6.88], [-5.33, -8.38, 6.11], [-4.21, -7.50, 6.77], [-3.13, -7.53, 5.77], [-2.91, -6.32, 5.13], [-4.94, -9.82, 5.94], [-7.21, -7.46, 6.82], [-6.48, -8.53, 7.95], [-7.33, -9.12, 6.44], [-5.50, -7.85, 5.17], [-3.82, -8.00, 7.66], [-4.53, -6.49, 6.98], [-2.38, -5.66, 5.81], [-3.85, -6.08, 4.63], [-2.21, -6.56, 4.33], [-4.97, -10.19, 6.88], [-3.95, -9.67, 5.77], [-0.23, -2.79, -6.15], [0.82, -2.34, -7.13], [1.82, -3.51, -7.40], [2.70, -3.71, -6.34], [3.85, -4.58, -6.53], [0.18, -2.01, -8.40], [-0.80, -3.67, -6.41], [-0.93, -1.99, -5.91], [0.26, -3.05, -5.21], [1.50, -1.61, -6.69], [2.38, -3.17, -8.27], [1.24, -4.38, -7.73], [4.64, -4.09, -7.10], [3.52, -5.54, -6.92], [4.32, -4.54, -5.54], [-0.56, -2.69, -8.47], [0.78, -2.18, -9.19], [-2.76, -4.94, -1.43], [-3.73, -5.75, -2.08], [-3.13, -3.92, -1.44], [-2.56, -5.32, -0.43], [-1.85, -4.90, -2.04], [-4.57, -5.62, -1.63], [-7.37, 0.33, -3.89], [-7.29, -0.96, -4.48], [-8.05, 0.87, -4.55], [-7.82, 0.30, -2.90], [-6.36, 0.74, -3.87], [-6.82, -0.89, -5.31], [-9.64, 4.97, 1.60], [-10.25, 5.82, 2.55], [-8.57, 5.18, 1.53], [-9.72, 3.92, 1.87], [-10.06, 5.09, 0.60], [-11.04, 5.36, 2.85], [6.20, 6.11, 0.88], [6.81, 7.21, 1.65], [6.84, 5.83, 0.04], [6.03, 5.27, 1.55], [5.21, 6.43, 0.56], [7.14, 7.87, 1.03], [-5.71, 7.69, -3.27], [-5.80, 6.95, -4.48], [-6.71, 8.00, -2.96], [-5.26, 7.07, -2.49], [-5.04, 8.54, -3.38], [-5.01, 6.41, -4.56]]
}


[3]
{
  "formula": "CH4N2OS",
  "method": "ωB97M-V/def2-TZVPD",
  "de_lowest_ev": 0.460,
  "smiles": "NC(=O)NS",
  "homo_lumo_gap_ev": 10.0,
  "species": ["N", "C", "O", "N", "S", "H", "H", "H", "H"],
  "coordinates": [[0.61, 1.35, 0.56], [0.10, 0.03, 0.61], [-0.06, -0.55, 1.67], [-0.36, -0.42, -0.59], [-0.27, -2.15, -0.82], [0.78, 1.78, 1.44], [0.74, 1.97, -0.28], [0.00, 0.17, -1.30], [-1.55, -2.18, -1.29]]
}